# 1
Density functional theory data (the ωB97M-V functional and the def2-TZVPD basis) for a structure of composition C7H9O4 in a non-equilibrium geometry.

Values from the calculation:
E_LUMO: 0.1316 Ha
orbital gap: 7.6 eV
electronic energy: -15594.5348 eV
E_HOMO: -4.02 eV

```
! wB97M-V def2-TZVPD RIJCOSX def2/J DEFGRID3
* xyz -1 1
C 0.33 0.11 2.15
C 0.61 -1.15 1.65
C -0.52 1.08 1.59
C -0.19 -1.17 -0.14
C -0.08 0.22 -0.70
C 1.34 0.62 -0.77
C -0.76 0.52 -2.01
O 1.20 -2.19 2.05
O -0.95 2.06 2.19
O -0.76 1.07 0.22
O -1.50 -1.77 -0.15
H 0.35 0.14 3.24
H 0.44 -1.94 -0.71
H 1.45 1.61 -1.17
H 1.75 -0.05 -1.48
H 1.87 0.54 0.30
H -1.85 0.71 -1.66
H -0.46 -0.29 -2.71
H -0.27 1.44 -2.56
H -2.00 -1.57 0.65
*
```

# 2
Density functional theory data (the ωB97M-V functional and the def2-TZVPD basis) for an isolated molecule of C18H19N3O3S.

Values from the calculation:
E_LUMO: 0.0204 Ha
SMILES string: CCOC(=O)c1c(C)[nH]c(C)c1C(=O)CSc1nc2ccccc2[nH]1
orbital gap: 8.7 eV
electronic energy: -40423.8033 eV
E_HOMO: -8.13 eV

```
! wB97M-V def2-TZVPD RIJCOSX def2/J DEFGRID3
* xyz 0 1
C 2.33 -1.01 -3.75
C 0.97 -1.70 -3.61
O 0.25 -1.14 -2.51
C -0.06 -1.96 -1.49
O 0.18 -3.15 -1.47
C -0.77 -1.24 -0.42
C -1.74 -0.28 -0.60
C -2.30 0.36 -1.82
N -2.21 0.06 0.64
C -1.59 -0.66 1.61
C -1.88 -0.46 3.04
C -0.66 -1.49 0.99
C 0.31 -2.25 1.75
O 0.11 -2.59 2.90
C 1.63 -2.65 1.11
S 2.42 -1.42 0.03
C 1.72 0.07 0.59
N 1.45 0.38 1.82
C 0.82 1.60 1.75
C 0.28 2.39 2.75
C -0.34 3.57 2.38
C -0.41 3.97 1.05
C 0.13 3.20 0.03
C 0.74 2.02 0.39
N 1.34 1.02 -0.32
H 2.87 -1.45 -4.58
H 2.90 -1.15 -2.83
H 2.19 0.05 -3.93
H 0.37 -1.55 -4.51
H 1.10 -2.77 -3.43
H -2.17 1.44 -1.77
H -1.79 -0.02 -2.70
H -3.37 0.15 -1.90
H -2.92 0.75 0.81
H -0.97 -0.62 3.62
H -2.27 0.54 3.23
H -2.61 -1.20 3.39
H 1.45 -3.51 0.45
H 2.32 -2.92 1.90
H 0.34 2.08 3.78
H -0.77 4.21 3.14
H -0.90 4.90 0.81
H 0.08 3.52 -1.00
H 1.41 0.93 -1.32
*
```

# 3
Density functional theory data (the ωB97M-V functional and the def2-TZVPD basis) for a structure of composition C7H16MgNO in a non-equilibrium geometry.

Values from the calculation:
E_LUMO: -0.2330 Ha
orbital gap: 3.6 eV
electronic energy: -16489.6470 eV
E_HOMO: -9.93 eV

```
! wB97M-V def2-TZVPD RIJCOSX def2/J DEFGRID3
* xyz 1 1
C 2.62 0.75 0.60
N 2.32 0.26 -0.75
C 1.84 -1.09 -0.90
C 0.41 -1.01 -0.56
C -0.19 -1.65 0.59
C -1.63 -1.29 0.99
C -2.43 -0.44 0.01
O -2.30 0.94 0.28
C -1.91 1.78 -0.80
H 2.03 1.64 0.85
H 2.44 -0.03 1.35
H 3.67 1.03 0.67
H 1.80 0.94 -1.29
H 2.01 -1.50 -1.90
H 2.36 -1.74 -0.19
H -0.04 -0.04 -0.80
H 0.57 -1.42 1.37
H -0.08 -2.74 0.48
H -1.60 -0.77 1.95
H -2.18 -2.21 1.17
H -2.17 -0.66 -1.04
H -3.48 -0.72 0.12
H -2.47 2.71 -0.72
H -2.13 1.33 -1.77
H -0.84 2.04 -0.74
Mg 1.39 3.86 1.05
*
```

# 4
Density functional theory data (the ωB97M-V functional and the def2-TZVPD basis) for a structure of composition C25H45BN3S3Sr in a non-equilibrium geometry.

Values from the calculation:
E_LUMO: -0.0967 Ha
orbital gap: 8.0 eV
electronic energy: -65139.6299 eV
E_HOMO: -10.60 eV

```
! wB97M-V def2-TZVPD RIJCOSX def2/J DEFGRID3
* xyz 1 1
Sr -0.24 -0.97 -0.51
C 0.90 2.16 -2.14
C 0.05 2.40 -0.92
C -1.31 2.06 -0.96
C -1.90 1.65 -2.29
C -2.12 2.22 0.17
C -3.56 1.78 0.10
C -1.58 2.84 1.31
C -2.42 3.02 2.56
C -0.27 3.34 1.29
C 0.24 4.20 2.42
C 0.58 3.05 0.21
C 2.03 3.47 0.27
H 0.81 1.14 -2.52
H 1.95 2.36 -1.98
H 0.58 2.81 -2.97
H -1.66 2.41 -3.05
H -2.98 1.56 -2.26
H -1.53 0.70 -2.67
H -4.14 2.48 -0.51
H -4.04 1.75 1.07
H -3.66 0.80 -0.35
H -1.80 3.08 3.45
H -3.11 2.20 2.70
H -3.02 3.94 2.52
H -0.58 4.68 2.95
H 0.88 4.99 2.04
H 0.83 3.64 3.15
H 2.19 4.43 -0.24
H 2.68 2.74 -0.21
H 2.37 3.58 1.29
C 3.14 -2.00 1.64
C 2.77 -0.76 2.46
S 1.46 0.30 1.76
C 0.41 0.59 3.20
C -0.64 -0.48 3.48
S -1.62 -0.91 2.03
C -0.97 -2.58 1.66
C 0.53 -3.05 1.68
S 1.90 -2.67 0.49
H 3.41 -2.82 2.30
H 4.00 -1.81 1.00
H 3.66 -0.14 2.57
H 2.45 -1.04 3.46
H -0.07 1.55 3.00
H 1.06 0.73 4.07
H -1.33 -0.13 4.25
H -0.19 -1.39 3.87
H -1.52 -2.92 0.76
H -1.38 -3.21 2.44
H 0.43 -4.13 1.62
H 0.94 -2.84 2.66
B -3.67 -2.18 -3.86
C -3.04 -1.81 -2.47
N -2.45 -1.46 -1.54
H -3.53 -1.18 -4.53
H -3.00 -3.11 -4.28
H -4.83 -2.48 -3.70
C -0.28 -0.86 -4.30
C 0.28 -1.43 -5.62
N 1.07 -2.63 -5.34
C 0.28 -3.52 -4.49
C 0.12 -2.89 -3.09
N 0.45 -1.43 -3.14
C 1.90 -1.33 -3.43
C 2.28 -2.24 -4.62
H -1.34 -1.11 -4.18
H -0.19 0.23 -4.28
H 0.93 -0.72 -6.12
H -0.53 -1.68 -6.30
H 0.77 -4.49 -4.42
H -0.70 -3.67 -4.95
H 0.81 -3.35 -2.38
H -0.90 -3.01 -2.72
H 2.46 -1.61 -2.53
H 2.13 -0.28 -3.64
H 2.79 -3.14 -4.29
H 2.95 -1.72 -5.31
*
```

# 5
Density functional theory data (the ωB97M-V functional and the def2-TZVPD basis) for an isolated molecule of C7H12S in a non-equilibrium geometry.

Values from the calculation:
E_LUMO: 0.0333 Ha
SMILES string: C[C@H]1[C@H]2CC[C@]1(S)C2
orbital gap: 9.9 eV
electronic energy: -18287.9195 eV
E_HOMO: -8.98 eV

```
! wB97M-V def2-TZVPD RIJCOSX def2/J DEFGRID3
* xyz 0 1
C 1.06 2.01 0.06
C 0.65 0.77 -0.68
C 1.48 -0.56 -0.70
C 1.61 -0.83 0.80
C 0.22 -0.51 1.27
C -0.46 -0.17 -0.06
S -2.24 0.10 0.14
C 0.14 -1.26 -1.01
H 1.42 1.85 1.10
H 0.22 2.67 0.12
H 1.72 2.61 -0.53
H 0.31 1.15 -1.65
H 2.37 -0.72 -1.30
H 2.38 -0.11 1.22
H 1.91 -1.84 0.99
H 0.18 0.32 1.96
H -0.30 -1.33 1.75
H -2.50 0.31 -1.19
H 0.09 -2.33 -0.80
H -0.15 -1.08 -2.04
*
```

# 6
Density functional theory data (the ωB97M-V functional and the def2-TZVPD basis) for a cluster of 7 separate species, C66H69ClIN2O28 in total in a non-equilibrium geometry.

Values from the calculation:
E_LUMO: -0.1155 Ha
orbital gap: 6.8 eV
electronic energy: -150463.5406 eV
E_HOMO: -9.92 eV

```
! wB97M-V def2-TZVPD RIJCOSX def2/J DEFGRID3
* xyz 1 1
C -2.15 5.04 3.91
C -2.14 3.79 3.48
C -2.50 2.50 2.52
Cl -4.04 1.81 3.27
C -1.42 1.41 3.02
O -1.67 0.03 2.66
C -1.25 1.33 4.66
C 0.21 1.90 5.14
C 1.52 0.96 5.11
C 2.95 1.45 5.55
C 3.19 2.94 6.05
C 1.91 3.86 6.12
C 0.46 3.35 5.69
O -0.13 1.81 2.59
C 0.02 2.02 1.16
C 0.42 0.63 0.38
C 1.70 0.48 -0.35
C -1.10 2.94 0.45
I -0.90 2.45 -1.70
C -0.40 4.40 0.47
C -0.72 5.46 -0.71
C 0.59 5.76 -1.65
C 1.60 6.84 -0.98
O 1.62 6.82 0.47
C 2.91 6.36 0.99
N -2.52 2.86 1.05
C -3.24 4.20 0.85
C -4.70 4.44 1.46
N -5.09 5.85 1.04
C -6.47 5.90 0.47
C -7.66 5.57 1.51
C -4.82 6.86 2.07
C -4.12 8.25 1.56
O -5.12 6.83 3.31
C -3.46 1.97 0.21
C -3.22 0.43 0.01
C -3.59 0.05 -1.55
C -4.27 -0.55 0.83
H -1.89 6.02 4.46
H -2.32 -0.41 3.26
H -1.20 0.21 5.00
H -2.12 1.77 5.26
H 1.41 -0.13 4.75
H 3.88 0.75 5.49
H 4.22 3.36 6.36
H 2.02 4.96 6.48
H -0.38 4.12 5.80
H 1.09 2.50 1.17
H -0.15 -0.36 0.49
H 1.78 0.42 -1.49
H 2.63 0.37 0.35
H -0.59 4.93 1.50
H 0.76 4.39 0.41
H -1.68 5.31 -1.31
H -0.87 6.49 -0.16
H 1.15 4.77 -1.91
H 0.19 6.23 -2.62
H 1.23 7.90 -1.29
H 2.66 6.70 -1.42
H 3.81 6.79 0.41
H 3.04 6.75 2.08
H 2.95 5.21 1.05
H -3.35 4.46 -0.29
H -2.71 5.13 1.26
H -5.56 3.79 1.06
H -4.77 4.42 2.61
H -6.62 6.99 0.08
H -6.47 5.24 -0.49
H -7.54 6.12 2.51
H -7.67 4.41 1.65
H -8.65 5.84 0.97
H -3.05 8.39 1.96
H -4.84 9.09 1.93
H -4.19 8.29 0.40
H -4.55 1.94 0.63
H -3.69 2.43 -0.84
H -2.19 -0.03 0.17
H -4.03 -1.03 -1.64
H -4.41 0.74 -1.98
H -2.64 0.02 -2.22
H -4.27 -1.63 0.40
H -4.02 -0.65 1.94
H -5.32 -0.09 0.68
C 2.46 -3.35 -3.48
C 3.08 -4.52 -3.34
C 2.96 -5.32 -2.09
O 3.52 -6.41 -2.01
C 2.16 -4.77 -0.99
C 1.55 -3.59 -1.12
C 1.65 -2.80 -2.38
O 1.06 -1.73 -2.48
O 0.81 -3.05 -0.11
O 3.84 -5.04 -4.35
H 2.54 -2.76 -4.38
H 2.10 -5.35 -0.08
H 0.47 -2.20 -0.45
H 4.18 -5.90 -4.01
C 3.65 -2.46 -8.10
C 4.60 -2.31 -9.03
C 5.74 -1.36 -8.83
O 6.60 -1.26 -9.69
C 5.77 -0.58 -7.59
C 4.82 -0.72 -6.67
C 3.70 -1.69 -6.86
O 2.85 -1.81 -5.98
O 4.83 0.01 -5.51
O 4.57 -3.02 -10.20
H 2.83 -3.14 -8.23
H 6.59 0.12 -7.47
H 4.04 -0.28 -5.01
H 5.37 -2.73 -10.69
C -3.60 -6.12 -4.15
C -3.44 -5.21 -3.19
C -4.24 -3.95 -3.17
O -4.08 -3.15 -2.27
C -5.20 -3.73 -4.26
C -5.36 -4.64 -5.22
C -4.57 -5.91 -5.23
O -4.76 -6.73 -6.11
O -6.24 -4.45 -6.25
O -2.54 -5.39 -2.18
H -3.03 -7.04 -4.17
H -5.76 -2.81 -4.25
H -6.17 -5.25 -6.81
H -2.61 -4.60 -1.62
C 1.75 -8.63 1.66
C 1.12 -9.56 2.38
C 0.40 -9.22 3.63
O -0.18 -10.09 4.26
C 0.42 -7.82 4.07
C 1.06 -6.89 3.36
C 1.76 -7.23 2.09
O 2.31 -6.35 1.44
O 1.09 -5.58 3.76
O 1.12 -10.87 1.99
H 2.28 -8.87 0.74
H -0.09 -7.58 5.00
H 1.60 -5.11 3.07
H 0.60 -11.34 2.67
C 0.89 -8.94 -5.52
C 1.53 -10.10 -5.35
C 1.41 -10.87 -4.08
O 1.99 -11.94 -3.97
C 0.59 -10.30 -3.01
C -0.04 -9.14 -3.18
C 0.06 -8.38 -4.46
O -0.55 -7.33 -4.58
O -0.80 -8.60 -2.18
O 2.31 -10.63 -6.34
H 0.97 -8.37 -6.44
H 0.53 -10.86 -2.08
H -1.16 -7.76 -2.54
H 2.66 -11.47 -5.97
C 5.40 6.43 5.72
C 5.68 6.16 6.99
C 5.59 7.20 8.05
O 5.83 6.91 9.21
C 5.20 8.56 7.65
C 4.92 8.83 6.38
C 4.98 7.78 5.32
O 4.70 8.07 4.17
O 4.55 10.09 5.99
O 6.07 4.90 7.37
H 5.46 5.69 4.94
H 5.15 9.31 8.43
H 4.40 10.04 5.02
H 6.21 4.96 8.34
*
```